C37H56N5O4SbSe2Ti as an isolated structure, computed with ωB97M-V/def2-TZVPD.

Calculated values
E_LUMO (alpha / beta) in eV: 4.287 / 4.287
Frontier orbital gap (alpha / beta) in eV: 4.6 / 4.7
Charge: -2

```
106
C37H56N5O4SbSe2Ti (ωB97M-V/def2-TZVPD)
Ti 0.42 -0.07 -0.77
C -2.51 -3.03 1.44
C -3.18 -2.64 0.16
C -4.54 -2.91 0.00
C -5.22 -2.52 -1.14
C -4.53 -1.84 -2.13
C -3.16 -1.58 -2.01
C -2.44 -0.90 -3.14
C -2.47 -2.00 -0.86
N -1.06 -1.79 -0.72
C -0.37 -2.98 -0.66
O -0.84 -4.10 -0.84
C 1.06 -2.82 -0.27
C 1.84 -3.89 0.06
C 3.12 -3.69 0.61
C 3.55 -2.37 0.82
C 2.75 -1.33 0.45
N 1.51 -1.52 -0.13
C 3.19 0.09 0.51
O 4.24 0.40 1.07
N 2.33 0.94 -0.15
C 2.99 2.14 -0.59
C 3.97 2.03 -1.59
C 4.40 0.69 -2.12
C 4.57 3.18 -2.10
C 4.25 4.44 -1.61
C 3.34 4.53 -0.57
C 2.72 3.40 -0.04
C 1.83 3.58 1.15
H -3.20 -3.56 2.10
H -2.16 -2.13 1.96
H -1.65 -3.68 1.26
H -5.06 -3.43 0.80
H -6.28 -2.73 -1.25
H -5.04 -1.52 -3.03
H -3.14 -0.60 -3.92
H -1.69 -1.57 -3.57
H -1.90 -0.03 -2.78
H 1.42 -4.88 -0.10
H 3.75 -4.53 0.87
H 4.51 -2.13 1.25
H 3.54 0.05 -2.30
H 5.05 0.19 -1.40
H 4.94 0.81 -3.07
H 5.30 3.08 -2.90
H 4.70 5.33 -2.03
H 3.11 5.50 -0.15
H 2.09 4.50 1.68
H 1.93 2.74 1.83
H 0.78 3.65 0.84
O 2.32 3.64 -4.77
C 1.92 2.41 -4.15
C 0.48 1.98 -4.51
C 0.14 2.48 -5.92
O 1.14 2.16 -6.91
C 0.31 0.45 -4.53
Se 1.17 -0.69 -3.18
C -0.54 2.68 -3.61
Se -0.62 2.22 -1.69
H 2.31 3.47 -5.72
H 1.97 2.58 -3.08
H 2.62 1.61 -4.38
H 0.05 3.56 -5.92
H -0.83 2.06 -6.22
H 1.48 1.28 -6.70
H 0.72 0.05 -5.46
H -0.75 0.23 -4.54
H -1.55 2.52 -4.00
H -0.34 3.75 -3.62
N 0.56 -1.41 2.66
C -0.39 -0.85 3.61
C -0.11 0.64 3.80
C -0.69 1.53 2.71
N -0.33 1.16 1.35
H 0.27 -2.29 2.26
H 1.48 -1.53 3.06
H -0.40 -1.35 4.59
H -1.40 -0.95 3.19
H 0.98 0.77 3.83
H -0.52 0.98 4.75
H -0.38 2.56 2.94
H -1.79 1.51 2.78
H 0.67 0.99 1.27
H -0.54 1.95 0.75
C -4.80 4.05 0.72
C -3.78 3.02 1.23
Sb -3.62 1.10 0.20
C -4.37 1.80 -1.72
C -5.86 1.61 -2.00
C -5.49 0.24 0.93
C -6.53 1.13 1.62
H -4.78 4.96 1.33
H -5.82 3.66 0.73
H -4.57 4.35 -0.31
H -3.97 2.78 2.28
H -2.77 3.44 1.17
H -3.76 1.27 -2.46
H -4.07 2.85 -1.77
H -6.14 0.56 -1.95
H -6.12 1.97 -3.00
H -6.48 2.16 -1.28
H -5.16 -0.54 1.63
H -5.93 -0.30 0.09
H -6.10 1.69 2.46
H -7.37 0.55 2.01
H -6.96 1.86 0.93
```